The molecule C12H20N2S. Source: the OMol25 dataset; level of theory: the ωB97M-V functional and the def2-TZVPD basis.

Results
orbital gap = 9.0 eV
structure (SMILES) = CCSc1ncc(C[C@@H](C)CC)nc1C
energy above the lowest of the compared OMol25 structures with the same formula, charge and spin = 6.5 kcal per mole
highest occupied orbital energy = -8.296 eV

Structure (ORCA input):
```
! wB97M-V def2-TZVPD RIJCOSX def2/J DEFGRID3
* xyz 0 1
S 3.877 -0.130 0.434
N 1.713 -0.202 -1.179
N -0.032 -0.649 0.944
C 0.383 -0.265 -1.338
C 6.015 0.282 -1.266
C -0.493 -0.546 -0.298
C 1.272 -0.521 1.142
C 2.165 -0.312 0.058
C -2.389 1.823 -0.468
C 4.502 0.065 -1.271
C -2.766 0.504 0.196
C -1.977 -0.641 -0.507
C 1.778 -0.592 2.608
C -4.829 -0.884 0.974
C -4.282 0.277 0.101
H 2.148 0.402 2.952
H 6.574 -0.636 -0.978
H 4.225 -0.770 -1.922
H 2.587 -1.304 2.762
H 6.341 0.525 -2.282
H -2.364 -1.594 -0.131
H 6.350 1.067 -0.562
H 4.047 0.931 -1.687
H -0.047 -0.102 -2.353
H -2.210 -0.686 -1.577
H -5.908 -0.945 1.001
H -4.767 1.228 0.378
H -4.451 -0.800 2.009
H -2.764 2.687 0.160
H -1.311 1.932 -0.472
H -2.790 1.924 -1.523
H -2.416 0.554 1.220
H -4.587 0.054 -0.951
H 0.940 -0.831 3.267
H -4.535 -1.846 0.562
*
```